A molecular structure, C23H12Br2F3IN4O4SW at a distorted geometry, computed with ωB97M-V/def2-TZVPD.

Last column: Löwdin charge in e.
CARTESIAN COORDINATES (ANGSTROEM)
W: -0.533 -0.139 0.364  1.462
I: -1.870 -1.920 2.038  0.378
Br: 2.972 -3.274 -4.645  0.771
Br: 4.939 -3.567 2.891  0.768
S: -2.794 -0.927 -0.973  0.713
F: -6.933 0.641 -0.807  0.138
F: -5.793 -1.161 -0.593  0.137
F: -5.428 0.159 -2.252  0.139
O: -0.233 0.828 2.064  -0.305
O: 0.264 1.664 -3.202  0.135
O: 1.217 1.709 3.552  0.131
O: -0.739 0.930 -1.321  -0.272
N: -2.404 1.068 0.626  -0.134
N: 0.362 -1.417 -1.199  -0.057
N: 1.155 -1.315 1.285  -0.100
N: 1.126 1.070 0.117  0.010
C: -2.758 2.147 1.345  -0.088
C: 2.554 2.389 -1.289  0.041
C: 3.186 -2.601 0.884  -0.063
C: -5.704 0.124 -0.942  -0.626
C: 0.925 1.379 2.424  -0.539
C: 1.445 -1.389 2.601  -0.197
C: 1.924 -2.547 -3.257  -0.680
C: 1.447 1.589 -1.108  -0.117
C: 2.545 -2.013 3.122  -0.096
C: 1.772 1.579 1.219  -0.121
C: -0.081 -1.515 -2.481  -0.163
C: 2.036 -1.931 0.409  -0.207
C: 1.637 -1.932 -0.951  -0.203
C: 3.432 -2.642 2.228  -0.679
C: -4.049 2.622 1.390  -0.035
C: -4.690 0.879 -0.120  -0.105
C: 2.894 2.377 1.093  0.041
C: -3.350 0.432 -0.122  -0.691
C: 0.282 1.392 -2.023  -0.528
C: 3.341 2.724 -0.181  0.000
C: 0.620 -2.075 -3.511  -0.097
C: -5.039 1.967 0.649  0.023
C: 2.426 -2.470 -1.989  -0.069
H: -1.961 2.618 1.912  0.123
H: 2.760 2.782 -2.272  0.132
H: 0.737 -0.934 3.281  0.081
H: 3.855 -3.090 0.195  0.099
H: 2.711 -2.040 4.185  0.104
H: -6.061 2.315 0.672  0.127
H: -1.066 -1.114 -2.693  0.056
H: 4.227 3.323 -0.305  0.116
H: 3.427 -2.810 -1.783  0.098
H: -4.293 3.482 1.990  0.107
H: 3.374 2.751 1.983  0.132
H: 0.187 -2.120 -4.495  0.106

2S+1: 3
DFT total energy: -207198.9284 eV
E_HOMO (spin up / spin down): -6.0 / -8.0 eV
Kohn-Sham gap (spin up / spin down): 4.5 / 5.7 eV
⟨S²⟩: 2.030
ΔE to the lowest compared entry with this formula, charge and spin: 107.71 kJ/mol
maximum force: 3.49 eV/A